[1]
ORCA calculation (ωB97M-V/def2-TZVPD) on an isolated molecule of C19H19N2O5P in a non-equilibrium geometry.

Each line ends with the Löwdin charge.
Geometry (Å):
C -0.49819 -3.31800 1.27042  -0.05
H -1.56198 -3.08778 1.23562  0.09
H -0.09103 -2.99755 2.23212  0.11
O 0.08649 -2.59668 0.20895  -0.13
C 1.44327 -2.54768 0.12485  -0.22
C 2.33348 -3.42217 0.72984  0.00
C 3.69361 -3.29826 0.49038  -0.08
C 4.17342 -2.31132 -0.34952  -0.09
C 3.29345 -1.41396 -0.93636  -0.02
C 1.93814 -1.52130 -0.68948  -0.23
O 1.06288 -0.63268 -1.25673  -0.06
P -0.13033 -0.00236 -0.38178  0.54
O -0.02207 0.03824 1.07482  -0.18
O -0.32076 1.42271 -1.10397  -0.07
C 0.07425 2.59710 -0.51678  -0.23
C -0.76376 3.69490 -0.58173  0.00
C -0.38430 4.89281 0.00292  -0.09
C 0.82648 4.97994 0.66214  -0.09
C 1.67239 3.88403 0.73098  -0.01
C 1.31120 2.68414 0.13338  -0.22
O 2.06729 1.55551 0.09703  -0.11
C 3.15630 1.46417 0.98607  -0.05
H 2.84381 1.67331 2.01281  0.11
H 3.96022 2.14957 0.69644  0.10
H 3.51239 0.43730 0.91948  0.08
H 2.61442 3.97358 1.24819  0.11
H 1.12422 5.90576 1.13038  0.10
H -1.04058 5.74721 -0.05015  0.10
H -1.71146 3.59270 -1.08712  0.12
N -1.46915 -0.75384 -1.07328  0.00
C -2.70466 -0.76761 -0.46260  -0.29
C -3.08436 0.23697 0.42534  -0.02
C -4.34450 0.18484 0.99190  -0.06
C -5.18703 -0.86427 0.65287  -0.17
N -4.83955 -1.81805 -0.19535  0.05
C -3.63909 -1.77118 -0.73639  -0.11
H -3.39821 -2.57296 -1.42478  0.11
H -6.17991 -0.95051 1.07237  0.10
H -4.66662 0.94679 1.68489  0.10
H -2.39132 1.02986 0.66084  0.10
H -1.27351 -1.53826 -1.67551  0.12
H 3.64175 -0.61965 -1.57721  0.13
H 5.23169 -2.22666 -0.54139  0.10
H 4.37711 -3.98656 0.96348  0.10
H 1.97342 -4.20375 1.37976  0.11
H -0.35302 -4.39534 1.14164  0.10

Results
DFT total energy ... -42519.7130 eV
HOMO level ... -8.43 eV

=====

[2]
ORCA calculation (ωB97M-V/def2-TZVPD) on a cluster of 2 separate species, C19H19N4O5S in total in a non-equilibrium geometry.

Each line ends with the Löwdin charge.
Geometry (Å):
O 0.97504 1.63652 3.40038  -0.27
S 1.21231 2.59691 2.36874  0.58
O 2.57527 2.64828 1.94394  -0.26
O 0.30075 2.25258 1.09031  -0.18
C 0.70405 4.18231 2.96928  -0.21
C 0.48901 5.24408 1.88475  -0.18
C -0.99611 5.49949 1.63921  -0.15
N -1.61261 4.28038 1.12119  0.10
C -2.39120 3.49036 1.84950  -0.35
N -2.75149 3.71239 3.11956  0.18
C -3.50617 2.67124 3.44260  -0.06
N -3.61961 1.81786 2.44214  0.11
N -2.92104 2.32743 1.39067  0.17
H 0.71804 1.45841 0.71354  0.10
H 1.51977 4.49541 3.60608  0.12
H -0.18006 4.04853 3.58323  0.10
H 0.98124 5.00150 0.94691  0.12
H 0.92091 6.17790 2.23245  0.12
H -1.45146 5.81185 2.56800  0.12
H -1.11087 6.28376 0.89964  0.13
H -1.43092 4.00172 0.17384  0.16
H -3.93381 2.58566 4.42355  0.15
H -4.12065 0.94396 2.44855  0.19
H -2.82168 1.87018 0.50101  0.19
C -0.67477 -6.86765 -2.72629  -0.05
C -1.66394 -6.01087 -3.19783  -0.05
C -1.46232 -4.64149 -3.18332  0.00
C -0.27350 -4.12106 -2.68746  -0.09
C 0.71152 -4.98163 -2.19418  -0.08
C 0.50955 -6.35495 -2.22497  0.00
C 1.97538 -4.44629 -1.61591  -0.28
O 2.83279 -5.18803 -1.19011  0.12
C 2.15616 -2.96604 -1.56624  -0.08
C 3.30241 -2.44023 -0.98124  0.01
C 3.49063 -1.06963 -0.93719  -0.05
C 2.53800 -0.21882 -1.49087  -0.07
C 1.39276 -0.73773 -2.06993  -0.02
C 1.19176 -2.11154 -2.10061  -0.09
C -0.06465 -2.64875 -2.69516  -0.28
O -0.89710 -1.89782 -3.16438  0.09
H -0.83149 -7.93771 -2.74687  0.11
H -2.59226 -6.41437 -3.57936  0.11
H -2.22639 -3.97324 -3.55505  0.12
H 1.27846 -7.01779 -1.85350  0.12
H 4.04125 -3.10645 -0.55827  0.12
H 4.37930 -0.66108 -0.47522  0.11
H 2.68888 0.85394 -1.46666  0.11
H 0.64884 -0.07946 -2.49844  0.11

Results
Net charge ... +1
DFT total energy ... -47037.9332 eV
HOMO level ... -11.53 eV

=====

[3]
ORCA calculation (ωB97M-V/def2-TZVPD) on a structure of composition C19H20AsBr2CuN2O9PS in a non-equilibrium geometry.

Each line ends with the Löwdin charge.
Geometry (Å):
Cu 0.04262 0.61857 0.66255  0.13
O 0.87332 -0.39105 1.91010  -0.40
As 2.16692 0.82900 2.22452  1.19
O 1.79177 1.41124 3.69492  -0.58
O 1.52736 2.32365 0.60387  -0.31
C 0.75623 3.41409 0.66767  -0.35
C 1.25871 4.61103 1.20083  -0.02
C 0.48484 5.75804 1.20847  -0.10
C -0.80144 5.76085 0.67849  -0.11
C -1.33252 4.58477 0.17581  -0.08
C -0.57512 3.41807 0.15080  -0.18
S -1.45617 1.89479 -0.17742  0.50
O -2.65714 2.28207 -0.88477  -0.34
O -1.70122 1.42081 1.23518  -0.34
O -0.64038 0.92544 -1.00581  -0.35
H 1.07350 -0.51257 0.92013  -0.04
H 2.25096 4.58698 1.63326  0.11
H 0.88827 6.66898 1.63758  0.09
H -1.38944 6.66983 0.68567  0.09
H -2.34410 4.52742 -0.20378  0.10
Br 6.39395 0.46226 -0.08285  0.73
C 4.56689 0.20416 -0.51231  -0.70
C 3.86361 1.20437 -1.13774  -0.10
C 2.52412 0.95628 -1.41336  -0.12
N 1.91662 -0.19351 -1.14764  0.11
C 2.64518 -1.18444 -0.61144  -0.24
C 3.97154 -1.01202 -0.23486  -0.10
C 1.95498 -2.50756 -0.51359  -0.20
C 2.65132 -3.70091 -0.32166  -0.06
C 1.92081 -4.87071 -0.31563  -0.68
Br 2.82549 -6.53234 -0.12204  0.72
C 0.55076 -4.85965 -0.48391  -0.10
C -0.04268 -3.61777 -0.67244  -0.09
N 0.64076 -2.48134 -0.68918  0.15
H 4.32266 2.14961 -1.38727  0.11
H 1.91172 1.69173 -1.91883  0.12
H 4.53177 -1.79660 0.25243  0.10
H 3.72601 -3.72604 -0.21730  0.10
H -0.02967 -5.77039 -0.48313  0.10
H -1.11278 -3.52148 -0.82316  0.11
C -5.29925 -1.96909 -0.08226  -0.17
O -3.91198 -2.13576 0.15651  -0.37
P -2.91867 -0.83809 -0.22090  0.91
O -2.36110 -1.44344 -1.62387  -0.34
C -2.28084 -0.64561 -2.79891  -0.14
O -1.66934 -1.37876 0.68878  -0.39
C -1.90493 -1.50277 2.10006  -0.12
H -5.77171 -2.93706 0.08042  0.07
H -5.50147 -1.63836 -1.10666  0.07
H -5.74050 -1.23888 0.60357  0.08
H -1.32169 -0.84714 -3.27348  0.09
H -2.34619 0.41924 -2.56754  0.05
H -3.08890 -0.92110 -3.48074  0.08
H -1.02812 -1.98978 2.51691  0.08
H -2.78926 -2.11333 2.27827  0.07
H -2.01612 -0.51575 2.54770  0.08

Results
ΔE to the lowest compared entry with this formula, charge and spin ... 332.8 kJ/mol
Net charge ... -1
DFT total energy ... -307123.1700 eV
HOMO level ... -4.96 eV

=====

[4]
ORCA calculation (ωB97M-V/def2-TZVPD) on a structure of composition C19H20BN10OOsS.

Each line ends with the Löwdin charge.
Geometry (Å):
Os 0.34511 0.10041 -0.01986  1.52
C 0.25762 -0.20791 4.15892  0.00
C 0.89913 -0.22518 2.94063  -0.08
N -0.00063 0.00426 1.96517  -0.17
N -1.22900 0.16977 2.53810  0.06
C -1.07499 0.04323 3.85845  0.00
B -2.48347 0.45503 1.60487  -0.60
N -2.12895 1.75296 0.80745  0.02
C -2.79777 2.91031 0.71691  -0.01
C -2.07261 3.78128 -0.07997  -0.01
C -0.94341 3.06928 -0.45255  -0.12
N -0.98011 1.84674 0.09178  -0.14
N -2.56024 -0.74689 0.60880  0.02
C -3.57677 -1.58354 0.35616  -0.02
C -3.16663 -2.50809 -0.58925  -0.01
C -1.85417 -2.16705 -0.87849  -0.12
N -1.49281 -1.10490 -0.14807  -0.14
N -3.80651 0.62817 2.28820  -0.01
C -4.29887 0.60450 3.56227  -0.06
C -5.64340 0.84383 3.50399  -0.03
C -5.91250 1.00821 2.12946  -0.12
N -4.82062 0.88002 1.40453  0.05
H 0.68424 -0.35550 5.13447  0.12
H 1.93175 -0.38172 2.68157  0.11
H -1.90421 0.13366 4.53079  0.11
H -3.74793 3.03314 1.20490  0.13
H -2.33590 4.78888 -0.34650  0.11
H -0.10662 3.36992 -1.06091  0.11
H -4.52504 -1.45742 0.84690  0.13
H -3.74603 -3.31317 -1.00378  0.11
H -1.15104 -2.62876 -1.55212  0.11
H -3.69725 0.42371 4.43126  0.10
H -6.33282 0.89304 4.32784  0.11
H -6.85499 1.21331 1.64813  0.12
N 2.47437 0.75957 -4.07508  0.18
C 2.12864 0.21491 -2.92624  -0.72
S 0.49733 0.23733 -2.44481  0.73
N 3.07899 -0.37830 -2.13075  0.10
C 4.27245 -0.91001 -2.45004  -0.17
C 5.16582 -1.14144 -1.35284  0.06
C 6.39362 -1.68508 -1.58435  -0.01
C 6.75757 -2.04788 -2.89201  0.05
C 5.86490 -1.87337 -3.97350  0.00
C 4.63808 -1.31780 -3.76955  0.02
H 1.77136 1.23356 -4.62653  0.14
H 3.43735 0.85568 -4.36238  0.14
H 2.79871 -0.29715 -1.05354  0.03
H 4.84637 -0.84429 -0.36191  0.14
H 7.08691 -1.83957 -0.77000  0.13
H 7.72855 -2.48843 -3.07498  0.14
H 6.15410 -2.20895 -4.95947  0.13
H 3.92639 -1.24912 -4.57980  0.12
O 2.10596 -0.29319 0.17773  -0.57

Results
ΔE to the lowest compared entry with this formula, charge and spin ... 50.4 kJ/mol
Net charge ... +2
Spin multiplicity ... 6
DFT total energy ... -50940.0462 eV
HOMO level (spin up / spin down) ... -13.38 / -13.71 eV

=====

[5]
ORCA calculation (ωB97M-V/def2-TZVPD) on a structure of composition C19H20BN8Pt in a non-equilibrium geometry.

Each line ends with the Löwdin charge.
Geometry (Å):
Pt -1.01044 -0.72600 -0.71359  1.48
C 0.51413 -0.18512 3.27620  0.06
C -0.53222 -0.53802 2.42203  -0.05
N -0.27520 -0.07022 1.20806  -0.05
N 0.89362 0.61395 1.23658  0.02
C 1.39948 0.53614 2.47460  0.02
B 1.55598 1.23257 -0.03000  -0.61
N 0.49928 1.93960 -0.92420  0.02
C 0.63924 3.05626 -1.64273  0.02
C -0.56535 3.31432 -2.30636  0.06
C -1.41280 2.25990 -1.93315  -0.05
N -0.75444 1.44836 -1.12729  -0.03
N 2.08559 0.01749 -0.81865  0.03
C 3.30505 -0.40312 -1.16119  0.02
C 3.19367 -1.63536 -1.81001  0.05
C 1.81205 -1.90720 -1.81528  -0.06
N 1.16598 -0.92127 -1.22010  -0.03
N 2.52722 2.30645 0.47293  0.06
C 3.75294 2.77734 0.22729  0.09
C 3.97722 3.86742 1.09400  0.17
C 2.77750 4.00126 1.85409  0.00
N 1.93689 3.14847 1.37618  0.15
H 0.61895 -0.41621 4.31940  0.14
H -1.43590 -1.07185 2.65326  0.13
H 2.34909 0.93990 2.76421  0.15
H 1.54521 3.62722 -1.68867  0.15
H -0.79330 4.13141 -2.96502  0.14
H -2.44325 2.11634 -2.20649  0.14
H 4.20690 0.13449 -0.94201  0.14
H 3.98356 -2.24383 -2.21976  0.14
H 1.32074 -2.77198 -2.22680  0.14
H 4.44029 2.39243 -0.50228  0.16
H 4.77433 4.59777 1.08236  0.16
H 2.51536 4.75139 2.58251  0.16
C -3.55167 -4.22140 1.47343  0.04
C -3.22077 -3.15916 0.53961  -0.16
C -3.75934 -1.84408 0.68702  0.07
C -3.64334 -0.89668 -0.32377  -0.02
C -2.98844 -1.21784 -1.54448  -0.22
C -2.30656 -2.47374 -1.63655  -0.14
C -2.41473 -3.41092 -0.60646  0.09
H -4.33633 -4.87229 1.02884  0.17
H -3.99849 -3.88140 2.40977  0.13
H -2.74668 -4.95609 1.61550  0.14
H -4.34024 -1.60353 1.57014  0.16
H -4.18840 0.03724 -0.23409  0.15
H -3.20361 -0.63704 -2.44180  0.15
H -1.90794 -2.79775 -2.59452  0.15
H -1.96083 -4.38564 -0.73274  0.16

Results
Net charge ... +4
Spin multiplicity ... 2
DFT total energy ... -35823.2722 eV
HOMO level (spin up / spin down) ... -21.43 / -21.43 eV

=====

[6]
ORCA calculation (ωB97M-V/def2-TZVPD) on a structure of composition C19H20Br12F3NO4 in a non-equilibrium geometry.

Each line ends with the Löwdin charge.
Geometry (Å):
C -0.34524 0.90434 4.51212  -0.07
C -1.58901 1.62874 4.03053  -0.26
O -2.27288 0.83928 3.05643  -0.16
C -2.18396 1.37105 1.74936  -0.21
C -2.81494 0.36650 0.77080  -0.08
C -1.82022 -0.07032 -0.27936  -0.12
C -1.18656 -1.31253 -0.19698  0.05
C -0.21359 -1.72102 -1.12785  -0.18
C 0.50890 -3.03698 -0.92817  -0.07
C 1.83993 -2.81441 -0.18351  -0.27
O 2.72817 -2.01618 -0.91396  -0.01
C 1.70253 -2.25555 1.23556  -0.57
F 0.67523 -2.77756 1.92662  0.11
F 1.54298 -0.91807 1.23382  0.12
F 2.82102 -2.51058 1.94255  0.14
C 0.11439 -0.89499 -2.20537  0.03
C -0.51051 0.34120 -2.27892  -0.12
C -1.44397 0.75090 -1.33787  -0.04
C -1.87137 2.13110 -1.68454  -0.39
O -2.73257 2.79541 -1.19228  0.12
N -1.08535 2.56049 -2.80546  0.17
C -0.32471 1.43600 -3.27094  -0.45
O 0.31834 1.41079 -4.27476  0.08
H 0.27087 0.63335 3.65211  0.07
H -0.60233 0.00361 5.06635  0.07
H 0.25315 1.56718 5.13991  0.08
H -1.30075 2.58806 3.58923  0.11
H -2.29014 1.82199 4.84350  0.12
H -2.68631 2.34054 1.67862  0.13
H -1.12425 1.51083 1.49587  0.13
H -3.12150 -0.51203 1.33555  0.12
H -3.67804 0.80730 0.27490  0.12
H -1.42378 -1.97946 0.62366  0.13
H -0.11540 -3.72589 -0.36449  0.06
H 0.77492 -3.45346 -1.89874  0.13
H 2.32634 -3.78444 -0.06509  0.16
H 2.45789 -1.08183 -0.91190  -0.01
H 0.84035 -1.18075 -2.95747  0.14
H -0.46433 3.33921 -2.61305  0.10
C 1.02929 6.05831 0.88566  -1.64
Br 0.03932 6.48137 2.47605  0.58
Br 2.69107 5.18035 1.29776  0.55
Br -0.03269 5.03321 -0.35181  0.61
H 1.26218 6.99343 0.39778  -0.03
C 4.28028 1.09610 -0.10810  -1.61
Br 5.72765 1.66170 -1.23209  0.61
Br 4.32853 1.94740 1.61112  0.57
Br 2.56812 1.36321 -0.95928  0.69
H 4.38425 0.03036 0.05184  -0.03
C -1.45639 -0.15823 -7.57312  -1.64
Br -2.29588 -0.06354 -5.84652  0.61
Br 0.45073 -0.32741 -7.42519  0.59
Br -2.21317 -1.56522 -8.64525  0.57
H -1.65988 0.77447 -8.07811  -0.03
C -0.24000 -5.80425 3.40749  -1.65
Br -0.34633 -5.84340 1.48576  0.62
Br -1.57420 -6.92991 4.20800  0.59
Br 1.52826 -6.24115 4.01647  0.58
H -0.44443 -4.78861 3.71476  -0.03

Results
ΔE to the lowest compared entry with this formula, charge and spin ... 0.0 kJ/mol
DFT total energy ... -878369.6684 eV
HOMO level ... -9.67 eV

=====

What is the DFT total energy in the first record?
-42519.7130 eV